The following is a DFT calculation (the ωB97M-V functional and the def2-TZVPD basis) of a structure of composition C11H24ClF5N3O11S2V.

As for the orbital gap (alpha / beta): 4.154 / 6.894 eV. Its max |F| is 7.1 eV/Å. The HOMO energy (alpha / beta) comes out at 0.01 / -2.73 eV. The spin multiplicity is 3. As for the expectation value of S²: 2.046. The calculated total energy is -4125.2030 a.u. The total charge is -2.

Positions of all 58 atoms, in Å:
C  23.08700  -2.81935  3.70517
C  20.27247  -0.38225  6.06056
H  23.45512  0.96900  3.66882
H  20.67385  -2.76587  8.33927
H  22.59347  2.32385  4.15106
H  17.06642  -4.24425  5.18023
F  25.00799  -4.42885  3.07410
H  26.02429  -2.98462  6.46216
H  20.67666  1.36651  4.82262
F  25.36261  -1.65476  9.44542
H  19.78054  -3.95459  5.85111
N  20.93574  -1.61601  6.52772
H  16.89318  -4.88573  6.86191
H  23.18162  -1.91230  3.10817
O  23.41281  -2.51672  5.05007
F  22.86678  -5.16594  3.00421
H  18.75091  -2.11733  2.12062
H  19.27118  -0.54046  5.65994
C  19.44145  -2.13589  2.96378
H  19.55818  -1.16849  3.45226
F  23.70494  -3.64800  1.58075
Cl  22.36471  -0.01076  9.22651
S  23.34495  -4.64303  8.22646
C  20.04925  -2.37608  7.53551
O  26.50810  -1.37543  4.72503
H  20.88427  -3.66659  1.94448
O  22.50801  -5.07253  9.35338
O  21.66673  -2.85928  3.67598
O  26.17140  -3.89380  8.95158
O  24.37079  -3.49413  10.67382
H  24.08932  1.90783  5.04584
C  20.82711  -2.69896  2.44299
O  27.72429  -2.91464  3.83194
F  22.24311  -4.45435  7.00482
H  19.30322  -1.82909  8.11200
C  21.17268  0.42465  5.05703
C  26.61690  -3.53070  5.72819
H  27.49733  -4.08001  6.06165
C  23.75463  -4.04798  2.86648
N  23.83563  -2.96870  8.15832
O  24.19646  -5.60965  7.55094
C  23.18881  1.51467  4.57404
H  21.27664  -0.12425  4.12108
N  26.99748  -2.50375  4.70743
S  24.89100  -3.22628  9.29823
O  17.97472  -3.10580  6.63040
C  16.93229  -3.99623  6.23313
H  20.86489  -2.17882  5.69205
H  16.04035  -3.39593  6.41253
H  21.34475  -2.00329  1.78255
V  23.18122  -1.38414  7.00939
H  19.98905  0.14452  6.97176
C  19.32640  -3.61017  6.78022
H  19.05834  -2.85363  3.68915
O  24.55458  -0.52803  6.99270
H  19.22174  -4.52969  7.35608
O  22.53224  0.71627  5.56285
H  25.92389  -4.27402  5.33409

Force components x, y, z for each atom (eV/Å):
0.29 2.62 3.37
0.84 0.99 0.83
0.27 -0.69 0.12
0.39 -0.12 -0.30
-0.50 0.41 0.61
-0.32 -0.30 -0.13
-0.59 -0.09 0.46
0.54 -0.18 0.35
-0.12 0.22 0.08
-0.39 -1.64 -0.28
0.19 0.60 -0.35
-2.08 -0.20 0.46
0.10 -0.25 0.00
1.52 0.12 -0.78
0.04 -1.75 -2.84
1.97 1.34 -0.54
-0.14 0.32 0.04
0.02 -0.45 -0.81
1.47 -1.54 -0.85
0.01 -0.11 -0.30
-0.19 -0.51 -0.42
-0.33 -0.49 -0.73
-2.33 -1.72 -1.79
0.94 -2.07 -1.22
0.83 -1.53 0.31
-0.89 -0.08 -0.07
1.04 0.80 -1.86
-2.72 -1.12 -0.78
-2.57 1.05 0.15
1.03 0.37 -3.14
-0.05 -0.09 -0.09
1.40 0.48 2.34
1.02 -0.07 -0.87
0.22 0.31 1.04
-0.09 0.56 -0.80
0.47 -0.34 1.33
-0.96 0.57 0.71
-0.01 0.58 0.16
-2.54 0.27 1.32
-0.77 -3.43 0.10
-0.29 0.93 1.02
0.46 -0.45 0.40
0.09 -0.27 -0.07
-1.52 0.45 -0.09
4.16 2.24 5.31
-0.13 -0.13 -0.43
1.13 1.07 0.36
0.92 -0.68 -0.23
-0.24 -0.29 -0.32
-0.07 0.38 -0.10
2.00 1.95 -0.66
0.76 0.73 0.02
-1.01 1.32 1.46
-0.07 0.08 0.11
-1.34 -0.90 -0.16
0.44 0.06 0.65
-2.38 0.32 -1.46
0.10 0.35 -0.62

Per-atom Mulliken charges, elementary charge units: -0.51, -0.81, 0.29, 0.25, 0.36, 0.27, -0.22, 0.05, 0.49, -0.30, 0.29, 0.83, 0.29, 0.15, 0.29, -0.31, 0.47, 0.41, -0.51, 0.02, -0.28, -0.67, 0.82, -1.08, -0.48, 0.38, -0.61, -0.25, -0.61, -0.66, 0.25, -0.71, -0.67, -0.25, 0.53, -0.70, -0.54, 0.33, 0.69, 0.28, -0.64, -0.93, 0.21, 0.99, 0.77, -0.30, -0.80, -0.58, 0.24, 0.40, 1.06, 0.48, -0.29, -0.05, -0.62, 0.55, -0.27, 0.19

The following is a DFT calculation (the ωB97M-V functional and the def2-TZVPD basis) of a structure of composition C11H24ClI2N2P2W.

As for the orbital gap (alpha / beta): 5.453 / 6.259 eV. Its max |F| is 3.9 eV/Å. The HOMO energy (alpha / beta) comes out at -17.97 / -17.97 eV. The spin multiplicity is 3. As for the expectation value of S²: 2.040. The calculated total energy is -2347.4281 a.u. The total charge is +3.

Positions of all 43 atoms, in Å:
N  0.04757  1.12407  0.29397
H  -1.36927  -2.62919  3.29772
H  0.68447  -0.54100  -3.20573
C  2.26523  -1.92247  2.18692
H  2.76007  -2.05083  3.14949
I  3.26912  -1.12749  -1.47800
H  1.74969  0.51936  -0.87589
C  0.46651  -0.07061  3.55522
H  2.09465  5.06435  -1.23042
H  -0.54189  -1.17640  -4.33941
H  -0.57601  0.17950  3.76889
Cl  -2.71856  -1.08115  1.09931
H  -0.11257  -3.72973  2.62000
C  -2.18624  0.67147  -2.43540
H  2.31795  -2.85269  1.62233
H  -3.01637  0.87515  -1.74425
N  1.28338  4.97717  -0.64266
I  2.61983  -3.83645  -1.41577
C  -0.26892  3.50265  0.48415
C  -0.28358  -2.81176  3.20697
P  -1.39826  -0.91586  -2.03726
H  -2.29535  -3.15698  -2.22496
C  0.86345  3.72786  -0.32336
H  -3.18681  -2.02765  -3.28817
H  -2.57121  0.54102  -3.45688
C  -0.14056  -1.25391  -3.31958
H  2.45898  2.67224  -1.39811
H  0.26556  -2.25752  -3.14327
H  -1.47449  1.50730  -2.40721
C  1.56223  2.60212  -0.79156
H  -0.91754  4.28646  0.88560
H  -1.61873  1.97504  1.26437
H  0.81179  5.80932  -0.32399
C  -0.68183  2.20945  0.73257
C  1.13508  1.34294  -0.48709
W  -0.52750  -0.79715  0.37941
H  2.80014  -1.16904  1.61324
H  0.15301  -2.93130  4.21519
H  0.95975  -0.43769  4.46447
H  -3.51032  -2.05538  -1.52899
C  -2.72910  -2.15029  -2.29538
P  0.57613  -1.41866  2.37924
H  0.98053  0.81376  3.17431

Force components x, y, z for each atom (eV/Å):
-1.09 -1.07 -0.01
0.54 -0.03 -0.03
-0.15 -0.10 -0.13
0.68 0.13 -0.18
-0.06 -0.03 0.09
0.28 -1.91 -0.16
-0.95 0.18 0.51
-0.06 0.66 -0.18
0.13 0.33 -0.09
-0.09 -0.05 0.34
0.10 -0.07 0.08
1.68 0.36 -0.39
-0.10 0.27 0.30
0.16 0.30 0.43
-0.07 -0.09 0.05
0.16 -0.08 -0.26
-0.65 -2.24 0.47
0.21 1.16 -0.03
-1.68 -1.31 0.76
-0.05 -0.05 -0.12
-0.29 -1.44 -1.23
-0.13 0.20 -0.06
0.77 2.78 -0.32
0.27 0.07 0.22
0.03 0.13 0.22
0.16 0.19 0.38
-0.12 0.29 0.01
-0.13 0.14 -0.14
-0.17 -0.21 -0.09
0.32 -1.33 -0.26
0.47 -0.03 -0.27
0.64 0.26 -0.18
-0.02 0.07 0.02
0.01 0.95 0.08
1.26 1.54 -0.54
-2.70 2.60 -1.11
0.20 0.08 0.05
-0.14 -0.01 -0.41
-0.10 0.12 -0.09
0.24 0.05 -0.23
0.15 -0.13 0.33
0.26 -2.67 1.98
0.05 -0.01 0.19

Per-atom Mulliken charges, elementary charge units: -0.10, 0.41, 0.26, -1.00, 0.44, 0.09, -1.13, -1.18, 0.24, 0.44, 0.40, -0.26, 0.41, -1.10, 0.25, 0.36, -0.38, 0.06, -0.77, -1.17, 0.75, 0.39, 0.98, 0.43, 0.47, -0.95, 0.45, 0.25, 0.31, -0.39, 0.40, 0.59, 0.24, -0.61, 0.78, 0.80, 0.31, 0.43, 0.46, 0.39, -1.10, 0.97, 0.37

The following is a DFT calculation (the ωB97M-V functional and the def2-TZVPD basis) of a structure of composition C11H24ClIN2O2PRhS.

As for the orbital gap (alpha / beta): 6.458 / 5.384 eV. Its max |F| is 5.0 eV/Å. The HOMO energy (alpha / beta) comes out at -13.50 / -16.24 eV. The spin multiplicity is 5. The calculation puts the energy relative to the best compared isomer or geometry (same formula, charge and spin) at 0.0 kcal/mol. As for the expectation value of S²: 6.039. The calculated total energy is -2300.8456 a.u. The total charge is +2.

Positions of all 44 atoms, in Å:
H  -4.13172  -0.78103  -0.81942
H  -2.11804  -3.82261  -2.02820
C  2.96339  1.34948  2.94852
C  0.73806  4.12310  1.73876
C  3.47884  0.88475  4.29783
H  0.76037  1.93807  -0.09315
H  0.39339  2.26054  2.85060
O  -1.97064  -0.73815  -4.12589
H  -0.59483  -2.31109  -5.57968
H  2.51185  2.34411  3.02509
P  -1.87731  -1.60086  -1.11143
H  -3.18366  0.28892  -1.88824
C  -0.58473  0.94691  -2.38825
C  -1.61916  -2.26103  0.57435
H  0.79005  -2.37522  -4.43360
H  3.79899  1.42365  2.22757
O  -1.01807  2.00745  -2.56913
C  1.36803  0.58198  1.25208
H  -0.66519  -3.36836  -4.14661
H  -2.54695  -2.74467  0.90963
H  0.27896  4.60549  0.86874
Rh  0.07021  -0.74950  -2.09834
H  -0.82116  2.63799  1.59664
H  -3.18768  -2.65269  -2.89895
N  0.98291  1.81356  0.89651
H  -1.35001  -1.46533  1.27978
Cl  0.82683  -3.00679  -1.68193
N  1.94047  0.39454  2.47100
C  0.25343  2.69019  1.84799
S  1.24408  -0.81410  0.23712
H  0.44901  4.68786  2.63299
H  2.19701  -0.58419  2.64182
H  -3.63991  -3.23690  -1.25852
I  2.55519  0.67572  -1.98500
C  -0.30431  -2.40240  -4.52962
H  4.16992  1.64131  4.68454
H  -2.91966  0.34596  -0.11168
H  1.82555  4.17766  1.63272
C  -2.80064  -2.96830  -1.92018
C  -0.95825  -1.31347  -3.75147
H  -0.81271  -3.00810  0.55686
H  4.00956  -0.06856  4.20964
H  2.65104  0.76111  5.00516
C  -3.15251  -0.30702  -0.96666

Force components x, y, z for each atom (eV/Å):
0.20 0.20 0.06
-0.32 0.13 -0.01
0.20 0.57 0.50
-0.10 0.31 0.09
-0.07 0.13 0.08
-0.01 -0.07 0.55
-0.10 0.22 -0.40
2.44 -1.48 1.26
-0.09 0.10 0.15
0.11 -0.26 0.04
-2.08 -0.75 1.77
-0.11 -0.12 0.26
-1.38 4.70 -1.05
-0.04 -0.10 0.03
-0.50 -0.01 0.09
-0.46 -0.17 0.07
1.08 -3.12 0.72
0.33 1.11 1.00
0.10 0.26 0.05
0.19 0.16 -0.03
0.18 0.01 0.16
1.24 -2.05 0.76
0.43 -0.12 0.14
0.04 -0.20 0.33
-0.55 -1.02 -0.13
-0.13 -0.15 -0.19
-0.06 0.50 -0.43
-0.07 -0.65 -1.79
0.09 0.24 0.23
0.40 -0.06 -0.80
0.02 -0.08 -0.26
-0.23 0.46 0.08
0.29 0.09 -0.26
0.57 0.02 0.16
0.64 -0.96 -0.76
-0.10 -0.27 0.01
-0.14 -0.14 -0.31
-0.15 -0.03 0.08
0.45 0.08 -0.12
-2.30 2.01 -2.16
-0.30 0.22 -0.01
-0.01 0.15 0.04
0.20 0.08 -0.07
0.07 0.06 0.09

Per-atom Mulliken charges, elementary charge units: 0.45, 0.33, -0.13, -1.22, -1.34, 0.14, 0.45, -0.22, 0.41, 0.11, 1.23, 0.33, 0.06, -1.22, 0.38, 0.30, -0.26, 0.28, 0.31, 0.45, 0.39, 0.15, 0.34, 0.42, 0.21, 0.32, -0.27, -0.20, -0.58, -0.07, 0.35, 0.37, 0.49, 0.26, -1.23, 0.39, 0.33, 0.36, -1.36, 0.67, 0.40, 0.39, 0.35, -1.30

The following is a DFT calculation (the ωB97M-V functional and the def2-TZVPD basis) of a cluster of 3 separate species, C11H24ClINO8P in total.

As for the orbital gap: 8.795 eV. Its max |F| is 5.3 eV/Å. The HOMO energy comes out at -9.29 eV. The calculated total energy is -2189.3450 a.u. The SMILES is N[C@]1(P(O)I)OC(=O)O[C@H]1Cl.COCCOC.COCCOC.

Positions of all 47 atoms, in Å:
O  -2.40920  -2.14753  2.83429
H  -0.07667  0.14700  3.97980
H  -0.30745  3.93023  -3.56693
C  -1.38888  -1.89844  1.80286
H  0.78076  -6.07079  0.57403
H  0.95828  0.31245  2.72392
C  -3.93800  4.86890  -1.64876
H  4.90072  -5.03310  -1.63250
O  1.75807  -4.25133  0.67732
H  4.10558  -3.01908  1.10093
H  -4.65618  4.06084  -1.81890
H  -4.31799  5.51058  -0.85090
H  5.38949  -3.48788  -0.90713
O  -1.91310  1.01153  -0.15916
H  -1.80192  7.64506  -3.23759
O  -2.16324  0.09901  2.80604
H  -3.83222  5.46914  -2.55559
O  -2.69267  4.32903  -1.22789
H  -0.19738  7.14692  -2.66173
C  -2.56033  -1.00209  3.66412
C  -2.00531  3.66294  -2.28760
O  4.63241  -4.90891  0.38995
H  2.62849  -5.55190  2.05786
O  -2.89184  -0.87721  4.84802
O  -1.36371  5.66823  -3.51442
C  4.07710  -4.07157  1.40218
C  4.63685  -4.28212  -0.88495
I  1.36529  -0.06043  -0.39677
H  4.70915  -4.18455  2.28938
H  -0.60260  -2.73643  1.89073
H  3.65574  -3.87180  -1.13704
H  -2.55714  1.64377  0.24502
H  -0.17481  4.80455  -2.03266
H  2.31128  -3.89740  2.60352
C  2.65740  -4.49944  1.75693
H  0.89243  -5.15115  -0.94125
C  -0.86657  4.51818  -2.83198
C  -0.92389  -0.42876  2.22689
H  -2.69752  3.37665  -3.08623
Cl  -2.11799  -2.19080  0.15263
H  -1.58501  2.74622  -1.86241
C  -1.24909  6.84959  -2.73439
P  -0.53741  0.88640  0.90842
N  0.27635  -0.35072  3.13684
H  2.32747  -5.99352  -0.32626
H  -1.66700  6.71587  -1.73242
C  1.43227  -5.43614  -0.03625

Force components x, y, z for each atom (eV/Å):
0.36 1.24 1.45
0.42 -0.54 -0.55
0.00 -0.03 0.05
0.31 -0.83 1.34
0.05 -0.10 -0.06
-0.37 -0.57 0.23
0.04 0.03 0.21
0.02 0.02 0.15
0.13 -0.29 0.03
-0.10 -0.05 -0.03
-0.07 0.05 -0.10
0.10 -0.11 -0.01
-0.05 0.08 -0.08
1.45 -0.39 1.66
0.05 -0.12 -0.05
1.20 -1.91 1.78
0.01 -0.06 -0.02
-0.17 0.01 -0.28
-0.03 0.05 0.11
-0.10 0.65 0.90
0.49 0.09 0.39
-0.23 0.34 -0.13
0.08 0.03 -0.09
0.97 -1.03 -5.10
0.05 0.05 0.40
0.02 -0.59 0.16
0.10 -0.19 0.03
-0.92 -0.10 0.27
-0.05 0.04 0.01
-1.08 1.70 0.04
0.01 0.04 0.03
0.82 -0.48 -0.32
-0.11 -0.01 0.03
0.05 -0.02 0.03
0.01 0.58 -0.15
0.02 0.08 0.12
-0.43 -0.12 -0.44
-0.03 -0.10 -1.78
0.04 0.12 0.00
0.45 0.65 1.25
0.00 0.02 -0.11
-0.03 0.00 -0.17
-1.58 1.15 -1.01
-1.83 0.51 -0.19
-0.03 0.01 0.07
0.06 -0.02 -0.02
-0.11 0.11 -0.06

Per-atom Mulliken charges, elementary charge units: -0.33, 0.32, 0.36, 0.18, 0.33, 0.33, -0.77, 0.24, -0.23, 0.30, 0.32, 0.26, 0.32, -0.45, 0.24, -0.42, 0.33, -0.38, 0.32, 0.61, -0.28, -0.38, 0.37, -0.50, -0.37, -0.53, -0.68, -0.04, 0.37, -0.02, 0.28, 0.34, 0.35, 0.37, -0.48, 0.23, -0.62, 0.89, 0.34, -0.15, 0.31, -0.70, -0.09, -0.71, 0.36, 0.30, -0.84

The following is a DFT calculation (the ωB97M-V functional and the def2-TZVPD basis) of a cluster of 2 separate species, C11H24N3O2 in total.

As for the orbital gap: 8.016 eV. Its max |F| is 7.6 eV/Å. The HOMO energy comes out at -12.24 eV. The calculation puts the energy relative to the best compared isomer or geometry (same formula, charge and spin) at 99.8 kcal/mol. The calculated total energy is -747.7166 a.u. The total charge is +1.

Positions of all 40 atoms, in Å:
O  3.22696  0.63402  -3.49501
H  -3.15237  -1.80524  -0.08935
H  0.26045  1.92642  3.67128
H  0.92725  3.39069  2.68293
C  -3.39486  -1.36930  0.99511
H  -5.82478  -0.47974  2.96115
N  -2.40905  0.72257  0.70418
C  -1.68142  1.03511  1.99317
H  -2.07147  0.76928  3.06428
H  1.64064  -0.58889  -2.94741
H  -5.62664  -2.14858  1.01953
H  -1.99719  1.07575  -1.60116
H  -2.44912  -1.62674  1.66259
C  -4.67992  -2.09322  1.71590
H  4.78149  -2.34314  -3.98503
H  3.42909  -1.67173  -4.92074
O  -3.59369  0.09621  0.81287
C  4.31288  -0.29358  -3.51059
H  3.01607  1.17629  -0.83974
C  -4.97293  -1.27781  3.12815
H  -5.18224  -2.00246  4.03581
C  2.54073  0.24494  -1.15923
H  3.24858  -0.56812  -0.97804
H  1.40718  1.13503  -2.73862
H  -4.35909  -3.20116  1.96914
N  2.05162  1.42669  2.55256
C  -0.29824  1.74266  1.46877
H  1.94522  0.78965  1.73102
H  3.19194  -2.14312  -3.23642
H  0.49855  2.22883  -0.61703
N  -0.27460  1.82856  -0.04133
H  5.04206  0.09383  -4.22424
C  2.14125  0.32978  -2.62360
H  1.66111  0.06828  -0.53455
H  4.80891  -0.30727  -2.53773
C  3.90458  -1.69497  -3.93537
C  0.75693  2.22358  2.62762
H  2.78457  2.13963  2.29678
H  -4.00271  -0.66408  3.40867
C  -1.60773  1.20135  -0.48633

Force components x, y, z for each atom (eV/Å):
-0.38 0.20 0.22
-0.70 0.87 2.34
0.63 0.70 -2.49
-0.39 -2.42 -0.50
0.56 -2.85 -0.61
1.66 -1.81 0.54
6.19 3.16 0.87
3.66 1.92 -5.20
0.84 0.61 -2.54
0.02 -0.05 0.08
1.99 0.27 1.41
1.08 0.36 2.80
-1.90 1.09 -1.24
0.30 0.51 0.39
-0.05 0.05 0.00
0.10 0.00 0.09
-0.04 -0.86 -0.55
-0.12 -0.23 -0.05
0.04 0.00 -0.02
0.35 0.29 -0.23
0.17 1.56 -2.05
0.20 -0.10 0.06
-0.12 0.07 0.04
0.18 0.07 -0.28
-0.48 2.33 -0.69
-0.60 1.79 -1.63
-3.94 -1.46 1.21
0.51 0.61 1.02
0.14 -0.03 -0.02
-1.17 -0.55 0.45
-5.75 -2.85 4.03
-0.21 0.19 0.04
0.39 -0.09 -0.22
0.01 -0.12 -0.04
0.02 -0.05 0.10
-0.21 0.03 0.00
-0.77 -0.38 0.56
-0.74 -1.35 0.27
-1.91 -1.27 -0.49
0.41 -0.24 2.33

Per-atom Mulliken charges, elementary charge units: -0.44, 0.31, 0.26, 0.34, -0.41, 0.23, 0.29, -0.38, 0.27, 0.32, 0.32, 0.38, 0.32, -0.48, 0.39, 0.29, -0.30, -0.29, 0.30, -0.55, 0.31, -0.91, 0.41, 0.23, 0.29, -0.60, 0.16, 0.28, 0.26, 0.34, -0.04, 0.33, -0.46, 0.28, 0.29, -1.02, -0.44, 0.31, 0.00, -0.19